1.
{"formula": "CH2Cl2N2", "method": "the ωB97M-V functional and the def2-TZVPD basis", "e_above_lowest_ev": 4.268, "spin_multiplicity": 1, "largest_force_ev_per_a": 5.68, "homo_energy_ev": [-8.49, -8.49], "lumo_ev": [0.114, 0.114], "symbols": ["C", "N", "N", "Cl", "Cl", "H", "H"], "positions_angstrom": [[-0.70, 0.22, 0.17], [-0.09, -0.64, 0.66], [-2.77, 0.06, 0.67], [-3.35, 1.36, -0.16], [-3.01, -1.41, -0.08], [-0.68, 1.11, -0.60], [0.97, -0.75, 0.45]], "mulliken_charge": [0.15, -0.34, -0.25, -0.08, -0.07, 0.29, 0.30]}



2.
{"formula": "CH2Cl2N2", "method": "the ωB97M-V functional and the def2-TZVPD basis", "e_above_lowest_ev": 1.225, "spin_multiplicity": 1, "largest_force_ev_per_a": 2.66, "homo_energy_ev": -10.16, "lumo_ev": 0.293, "smiles": "N=C=NCl.Cl", "symbols": ["C", "N", "N", "Cl", "Cl", "H", "H"], "positions_angstrom": [[0.36, 0.82, 0.08], [-0.70, 1.24, -0.38], [1.17, 0.23, 0.74], [-1.10, -2.47, 0.37], [2.59, -0.54, 0.31], [-0.91, 2.25, -0.70], [-1.41, -1.53, -0.41]], "mulliken_charge": [0.46, -0.49, -0.22, -0.25, -0.01, 0.27, 0.23]}



3.
{"formula": "CH2Cl2N2O2", "method": "the ωB97M-V functional and the def2-TZVPD basis", "e_above_lowest_ev": 1.046, "spin_multiplicity": 3, "largest_force_ev_per_a": 4.99, "homo_energy_ev": [-8.69, -9.82], "lumo_ev": [0.265, -3.310], "symbols": ["C", "N", "N", "O", "O", "Cl", "Cl", "H", "H"], "positions_angstrom": [[1.04, 0.36, -0.04], [0.69, -0.89, 0.00], [-1.71, 0.69, 0.81], [1.13, -1.82, 0.67], [-0.17, -1.14, -0.87], [-1.96, -0.68, 0.04], [-1.71, 2.10, -0.09], [1.99, 0.58, 0.46], [0.71, 0.80, -0.97]], "mulliken_charge": [-0.48, 0.78, -0.11, -0.61, -0.44, 0.12, 0.01, 0.31, 0.43]}



4.
{"formula": "CH2Cl2NO2S", "method": "the ωB97M-V functional and the def2-TZVPD basis", "e_above_lowest_ev": 1.155, "spin_multiplicity": 1, "largest_force_ev_per_a": 5.29, "homo_energy_ev": -3.74, "lumo_ev": 3.540, "total_charge": -1, "symbols": ["C", "N", "O", "O", "S", "Cl", "Cl", "H", "H"], "positions_angstrom": [[0.70, 1.10, -0.55], [-1.14, -0.91, -0.44], [1.22, -1.62, -0.41], [0.26, -0.54, 1.57], [0.33, -0.57, 0.16], [2.26, 1.44, 0.31], [-0.53, 2.03, 0.31], [-1.79, -0.64, 0.31], [-1.31, -0.29, -1.27]], "mulliken_charge": [-0.27, -0.60, -0.64, -0.58, 0.94, -0.23, -0.23, 0.30, 0.31]}



5.
{"formula": "CH2Cl2S2", "method": "the ωB97M-V functional and the def2-TZVPD basis", "e_above_lowest_ev": 0.587, "spin_multiplicity": 1, "largest_force_ev_per_a": 5.78, "homo_energy_ev": -9.56, "lumo_ev": 0.353, "smiles": "SC(S)(Cl)Cl", "symbols": ["C", "S", "S", "Cl", "Cl", "H", "H"], "positions_angstrom": [[0.46, -0.04, 0.01], [-0.50, -1.08, 1.16], [-0.56, 1.09, -1.07], [1.45, 1.12, 1.00], [1.46, -1.16, -0.90], [-1.19, -0.26, 1.73], [-1.12, 0.33, -1.92]], "mulliken_charge": [0.19, -0.11, -0.13, -0.12, -0.11, 0.13, 0.15]}



6.
{"formula": "CH2Cl3N3", "method": "the ωB97M-V functional and the def2-TZVPD basis", "e_above_lowest_ev": 3.505, "spin_multiplicity": 1, "largest_force_ev_per_a": 3.88, "homo_energy_ev": [-9.29, -6.79], "lumo_ev": [-0.223, -1.718], "symbols": ["C", "N", "N", "N", "Cl", "Cl", "Cl", "H", "H"], "positions_angstrom": [[0.55, -1.00, -0.13], [-0.18, -1.90, 0.13], [1.42, -0.06, -0.12], [-1.46, 1.00, 0.21], [-1.92, -2.01, 0.32], [-1.87, 1.31, -1.34], [-0.21, 2.11, 0.66], [2.31, -0.10, -0.41], [1.36, 0.66, 0.67]], "mulliken_charge": [0.47, -0.23, -0.33, -0.15, -0.10, 0.02, -0.11, 0.21, 0.21]}



7.
{"formula": "CH2Cl3P", "method": "the ωB97M-V functional and the def2-TZVPD basis", "e_above_lowest_ev": 1.856, "spin_multiplicity": 1, "largest_force_ev_per_a": 4.00, "homo_energy_ev": -9.56, "lumo_ev": -0.178, "smiles": "PC(Cl)(Cl)Cl", "symbols": ["C", "P", "Cl", "Cl", "Cl", "H", "H"], "positions_angstrom": [[2.36, 0.02, 0.01], [0.23, 0.85, -0.04], [3.10, 1.00, 1.19], [2.20, -1.67, 0.38], [3.09, 0.26, -1.54], [0.11, 0.34, 1.24], [-0.17, -0.38, -0.39]], "mulliken_charge": [0.12, 0.07, -0.11, -0.11, -0.11, 0.08, 0.07]}



8.
{"formula": "CH2ClF2N3", "method": "the ωB97M-V functional and the def2-TZVPD basis", "e_above_lowest_ev": 5.761, "spin_multiplicity": 1, "largest_force_ev_per_a": 8.08, "homo_energy_ev": -9.78, "lumo_ev": -0.219, "smiles": "[H]/N=C(/NCl)N(F)F", "symbols": ["C", "N", "N", "N", "F", "F", "Cl", "H", "H"], "positions_angstrom": [[0.08, -0.23, 0.02], [0.51, -1.62, 0.11], [0.95, 0.81, -0.13], [-1.25, 0.07, 0.19], [-1.50, 1.46, 0.30], [-2.09, -0.21, -0.89], [2.62, 0.40, -0.23], [-0.17, -2.35, 0.25], [0.84, 1.67, 0.38]], "mulliken_charge": [0.60, -0.56, -0.28, 0.10, -0.22, -0.15, -0.04, 0.23, 0.33]}



9.
{"formula": "CH2ClFN2O", "method": "the ωB97M-V functional and the def2-TZVPD basis", "e_above_lowest_ev": 1.664, "spin_multiplicity": 1, "largest_force_ev_per_a": 5.46, "homo_energy_ev": [-8.79, -8.79], "lumo_ev": [0.246, 0.246], "symbols": ["C", "N", "N", "O", "F", "Cl", "H", "H"], "positions_angstrom": [[0.40, 0.11, -0.87], [1.10, 0.48, 0.17], [-1.58, -0.01, -0.02], [0.34, -0.25, -1.96], [-1.11, 0.34, 1.30], [-1.74, -1.71, 0.12], [0.57, 0.74, 1.09], [2.01, 0.29, 0.17]], "mulliken_charge": [0.57, -0.28, -0.16, -0.31, -0.29, -0.07, 0.34, 0.21]}



10.
{"formula": "CH2ClIO", "method": "the ωB97M-V functional and the def2-TZVPD basis", "e_above_lowest_ev": 0.388, "spin_multiplicity": 1, "largest_force_ev_per_a": 3.54, "homo_energy_ev": -10.03, "lumo_ev": -0.181, "smiles": "O[C@H](Cl)I", "symbols": ["C", "O", "Cl", "I", "H", "H"], "positions_angstrom": [[-0.33, 0.14, 0.16], [0.02, 0.13, -1.15], [0.98, 1.38, 0.84], [-0.13, -1.79, 1.08], [-1.40, 0.35, 0.25], [0.86, -0.21, -1.18]], "mulliken_charge": [-0.21, -0.41, -0.18, 0.09, 0.36, 0.35]}



11.
{"formula": "CH2ClN", "method": "the ωB97M-V functional and the def2-TZVPD basis", "e_above_lowest_ev": 6.073, "spin_multiplicity": 1, "largest_force_ev_per_a": 1.37, "homo_energy_ev": [-11.12, -8.65], "lumo_ev": [-0.741, -1.260], "symbols": ["C", "N", "Cl", "H", "H"], "positions_angstrom": [[2.65, -0.94, -0.78], [-0.29, 0.07, -0.04], [3.19, 0.15, 0.26], [0.66, -0.16, 0.25], [-0.20, 0.48, -0.97]], "mulliken_charge": [-0.08, -0.47, 0.05, 0.24, 0.26]}



12.
{"formula": "CH2ClN2O2", "method": "the ωB97M-V functional and the def2-TZVPD basis", "e_above_lowest_ev": 1.027, "spin_multiplicity": 1, "largest_force_ev_per_a": 5.41, "homo_energy_ev": -4.27, "lumo_ev": 3.871, "total_charge": -1, "smiles": "[O-][N+]([O-])=NCCl", "symbols": ["C", "N", "N", "O", "O", "Cl", "H", "H"], "positions_angstrom": [[-1.01, -0.23, -0.10], [0.13, 0.04, 0.89], [1.21, 0.45, 0.33], [2.13, 0.80, 1.08], [1.36, 0.44, -0.90], [-0.69, -1.69, -1.11], [-1.25, 0.56, -0.66], [-1.89, -0.36, 0.48]], "mulliken_charge": [-0.33, -0.73, 1.15, -0.76, -0.70, -0.26, 0.28, 0.35]}



13.
{"formula": "CH2ClN2OP", "method": "the ωB97M-V functional and the def2-TZVPD basis", "e_above_lowest_ev": 0.357, "spin_multiplicity": 1, "largest_force_ev_per_a": 5.06, "homo_energy_ev": -9.85, "lumo_ev": -0.313, "smiles": "ClP1N=NCO1", "symbols": ["C", "N", "N", "O", "P", "Cl", "H", "H"], "positions_angstrom": [[0.38, 0.18, 0.02], [0.94, 1.13, -0.78], [2.11, 1.51, -0.39], [1.33, -0.26, 1.02], [2.80, 0.44, 0.85], [3.71, -0.61, -0.56], [-0.37, 0.33, 0.72], [0.21, -0.67, -0.60]], "mulliken_charge": [-0.05, -0.18, -0.23, -0.32, 0.40, -0.17, 0.32, 0.22]}



14.
{"formula": "CH2ClNO", "method": "the ωB97M-V functional and the def2-TZVPD basis", "e_above_lowest_ev": 4.574, "spin_multiplicity": 1, "largest_force_ev_per_a": 4.67, "homo_energy_ev": [-8.14, -8.62], "lumo_ev": [0.035, -0.343], "symbols": ["C", "N", "O", "Cl", "H", "H"], "positions_angstrom": [[-0.45, 0.03, -0.13], [-0.20, -1.35, -2.01], [-1.08, -1.62, -2.72], [-2.11, 0.24, -0.02], [0.20, 0.95, -0.43], [-0.07, -0.62, 0.53]], "mulliken_charge": [-0.45, 0.18, -0.18, -0.12, 0.27, 0.31]}



15.
{"formula": "CH2ClNOS2", "method": "the ωB97M-V functional and the def2-TZVPD basis", "e_above_lowest_ev": 0.302, "spin_multiplicity": 1, "largest_force_ev_per_a": 4.88, "homo_energy_ev": -9.45, "lumo_ev": 0.290, "smiles": "O=C(Cl)N(S)S", "symbols": ["C", "N", "O", "S", "S", "Cl", "H", "H"], "positions_angstrom": [[-0.97, -0.61, 0.04], [0.31, 0.08, -0.04], [-1.28, -1.71, -0.02], [1.66, -0.97, -0.04], [0.51, 1.78, 0.07], [-2.20, 0.64, -0.06], [1.82, -1.05, 1.19], [0.16, 1.83, -1.14]], "mulliken_charge": [0.67, -0.23, -0.36, -0.08, -0.06, -0.19, 0.11, 0.14]}



16.
{"formula": "CH2ClOP", "method": "the ωB97M-V functional and the def2-TZVPD basis", "e_above_lowest_ev": 0.801, "spin_multiplicity": 1, "largest_force_ev_per_a": 2.59, "homo_energy_ev": -9.12, "lumo_ev": 0.298, "smiles": "O=C=[PH2]Cl", "symbols": ["C", "O", "P", "Cl", "H", "H"], "positions_angstrom": [[1.19, -0.06, -1.09], [1.36, -0.82, -1.92], [-0.52, -0.10, 0.23], [0.40, -0.13, 1.99], [-0.60, 1.28, 0.04], [-1.84, -0.16, 0.76]], "mulliken_charge": [0.09, -0.19, 0.16, -0.18, 0.07, 0.05]}



17.
{"formula": "CH2ClPS", "method": "the ωB97M-V functional and the def2-TZVPD basis", "e_above_lowest_ev": 0.564, "spin_multiplicity": 1, "largest_force_ev_per_a": 2.41, "homo_energy_ev": -9.08, "lumo_ev": 0.418, "smiles": "ClP1CS1", "symbols": ["C", "P", "S", "Cl", "H", "H"], "positions_angstrom": [[0.26, -0.42, -0.02], [2.18, -1.19, -0.02], [0.35, -2.10, -0.43], [2.43, -1.32, 1.98], [-0.29, -0.41, 0.92], [0.38, 0.45, -0.73]], "mulliken_charge": [-0.55, 0.23, -0.12, -0.19, 0.32, 0.32]}



18.
{"formula": "CH2F2IN3", "method": "the ωB97M-V functional and the def2-TZVPD basis", "e_above_lowest_ev": 0.635, "spin_multiplicity": 1, "largest_force_ev_per_a": 5.15, "homo_energy_ev": [-8.64, -9.50], "lumo_ev": [-2.496, -1.512], "symbols": ["C", "N", "N", "N", "F", "F", "I", "H", "H"], "positions_angstrom": [[-0.71, -0.24, 1.55], [-1.86, 0.29, -0.59], [0.54, -0.02, 1.69], [-1.34, 0.02, 0.36], [2.14, 2.10, -2.65], [-1.19, -1.55, 2.20], [-1.67, -2.02, -1.93], [1.06, -0.53, 2.42], [3.03, 1.95, -3.06]], "mulliken_charge": [0.51, -0.58, -0.48, 0.67, -0.41, -0.27, -0.15, 0.30, 0.41]}



19.
{"formula": "CH2F2N2", "method": "the ωB97M-V functional and the def2-TZVPD basis", "e_above_lowest_ev": 3.179, "spin_multiplicity": 1, "largest_force_ev_per_a": 4.12, "homo_energy_ev": -10.05, "lumo_ev": 0.354, "smiles": "N#CF.NF", "symbols": ["C", "N", "N", "F", "F", "H", "H"], "positions_angstrom": [[-1.88, 0.42, 0.19], [-1.02, 1.16, 0.25], [1.76, -0.22, 0.02], [-2.86, -0.41, 0.20], [0.78, -1.30, -0.06], [2.18, -0.28, -0.90], [1.03, 0.62, 0.30]], "mulliken_charge": [0.49, -0.37, -0.34, -0.16, -0.24, 0.24, 0.38]}



20.
{"formula": "CH2F2N2O", "method": "the ωB97M-V functional and the def2-TZVPD basis", "e_above_lowest_ev": 4.636, "spin_multiplicity": 1, "largest_force_ev_per_a": 3.69, "homo_energy_ev": [-10.67, -9.99], "lumo_ev": [-0.473, -1.575], "symbols": ["C", "N", "N", "O", "F", "F", "H", "H"], "positions_angstrom": [[-3.42, 0.24, -0.16], [-2.62, 1.08, -0.84], [-1.09, -1.42, 0.49], [-2.18, -0.27, -0.58], [-3.61, 0.11, 1.17], [-4.60, -0.09, -0.76], [-1.33, -2.26, 0.06], [-1.61, -1.35, 1.34]], "mulliken_charge": [0.97, -0.42, -0.42, -0.20, -0.21, -0.21, 0.25, 0.24]}